Entry 1:
7 unconnected molecules or ions with the total composition C26H31Cl8N3O6, computed with ωB97M-V with the def2-TZVPD basis set.

```
74
Properties=species:S:1:pos:R:3:forces:R:3
Cl -4.1610 5.9453 0.1647 0.7 0.2 0.5
C -2.9026 6.1988 1.4558 -1.8 -2.5 0.6
C -1.6243 6.7166 0.9951 1.8 1.4 -0.3
Cl -0.7262 5.6305 -0.1041 -0.3 -0.6 -0.6
H -2.6916 5.2117 1.8671 0.0 -0.5 -0.4
H -3.4386 6.5436 2.3401 0.4 1.4 -0.4
H -0.8679 6.7437 1.7794 -0.6 0.5 0.5
H -1.6510 7.6747 0.4759 -0.2 -0.1 0.2
Cl -4.6006 -2.3320 -2.7743 -0.6 -0.6 0.1
C -3.6999 -1.3381 -1.6463 0.4 1.2 -0.8
C -3.1756 -0.1208 -2.4763 -0.3 -0.3 1.0
Cl -4.4466 1.1251 -2.6588 -0.2 0.0 0.2
H -2.9384 -1.9760 -1.1976 0.4 0.2 -0.3
H -4.3154 -0.9458 -0.8367 -0.3 -0.2 -0.1
H -2.9411 -0.3717 -3.5108 0.5 -0.2 0.5
H -2.3865 0.3800 -1.9154 0.2 -0.2 -0.5
Cl 4.5120 0.0601 0.7788 -0.2 -0.1 0.0
C 2.7866 0.4522 0.7947 -0.5 1.1 -0.2
C 2.2986 0.9529 2.1422 -0.2 -0.5 0.5
Cl 2.2679 -0.4896 3.2082 -0.1 0.1 0.5
H 2.1658 -0.3921 0.4948 0.4 -0.3 0.1
H 2.6173 1.2219 0.0417 0.2 0.1 0.0
H 1.2713 1.3172 2.1430 -0.1 -0.1 -0.5
H 2.8424 1.7491 2.6506 0.5 -0.3 -0.4
Cl -2.8972 -1.1288 5.0502 0.0 -0.2 0.2
C -1.4175 -1.8611 5.8457 0.0 1.7 -1.2
C -0.7283 -2.6718 4.7744 0.2 -1.5 1.1
Cl 0.5719 -3.4928 5.6992 0.5 -0.3 -0.1
H -1.6954 -2.3763 6.7652 -0.1 -0.2 -0.5
H -0.8265 -0.9740 6.0737 0.1 -0.3 0.3
H -0.2019 -2.2093 3.9395 -0.6 0.6 0.3
H -1.3950 -3.4692 4.4459 0.1 0.1 -0.3
C 1.6132 2.5831 -7.3568 1.7 0.9 1.3
C 1.2104 1.2845 -7.0879 0.7 1.2 -1.3
C 0.9380 0.9327 -5.7962 -2.2 -1.1 0.0
C 1.0106 1.8117 -4.7467 -0.1 0.9 -1.0
C 1.5547 3.0682 -4.9936 0.4 0.8 0.8
C 1.8970 3.4533 -6.2700 -0.3 -1.4 -0.7
N 0.2817 1.5027 -3.5188 1.4 -0.2 -0.6
O -0.2555 0.4009 -3.4955 -0.1 1.3 1.2
O 0.3446 2.3570 -2.6312 -0.8 -1.2 0.0
H 1.9768 2.9754 -8.2950 -0.5 -0.5 -0.5
H 1.0984 0.5967 -7.9130 -0.2 -0.2 0.1
H 0.2802 0.0792 -5.7236 0.6 -0.6 0.5
H 1.7677 3.7820 -4.2116 -0.2 -0.2 0.3
H 2.4654 4.3560 -6.4386 -0.3 0.2 0.0
C 4.0425 -5.8000 2.4879 -1.0 0.7 0.2
C 2.6712 -5.3929 2.6618 1.6 -0.4 -2.0
C 2.1350 -4.5240 1.6942 -0.7 -0.4 0.4
C 2.9065 -4.0489 0.6528 0.8 0.3 -0.8
C 4.2116 -4.4629 0.5101 1.1 0.7 -0.1
C 4.8157 -5.3083 1.4363 -1.2 0.1 0.4
N 2.3550 -3.1354 -0.4498 1.2 -1.0 -1.3
O 1.1482 -2.9404 -0.4009 0.7 0.6 -0.1
O 3.1142 -2.7830 -1.4000 -2.1 -0.7 2.9
H 4.5437 -6.4649 3.1757 -0.3 -0.2 0.2
H 2.0054 -5.9395 3.3131 0.1 0.4 0.4
H 1.0754 -4.3168 1.6709 -0.1 0.2 0.3
H 4.8258 -4.0216 -0.2609 -0.1 -0.1 -0.3
H 5.8619 -5.5669 1.3657 0.0 0.0 -0.2
C -1.6283 2.1238 0.7365 -1.1 -0.2 0.4
C -2.6755 1.7344 1.5769 -0.4 -1.2 0.7
C -2.9495 0.3803 1.7827 -0.5 1.9 -0.1
C -2.1000 -0.5918 1.2242 -0.1 1.4 0.2
C -1.0175 -0.1975 0.4284 0.5 -1.4 0.2
C -0.7648 1.1167 0.2103 -0.1 0.3 -0.7
N -2.3658 -1.9554 1.5986 -1.5 -1.5 -1.4
O -3.5171 -2.3853 1.6515 0.7 1.5 0.2
O -1.3928 -2.6322 1.6552 1.8 -1.0 0.7
H -1.6091 3.1598 0.4319 0.5 0.2 -0.2
H -3.3212 2.4431 2.0740 0.0 0.2 -0.3
H -3.8555 0.0857 2.2914 0.1 -0.2 0.2
H -0.3189 -0.9228 0.0380 -0.1 -0.4 -0.1
H 0.0163 1.3893 -0.4838 0.2 0.1 0.1
```
Positions in Å, forces in eV/Å.

Results
**Net charge**: +1
**Gap between HOMO and LUMO (spin up / spin down)**: 6.71 / 3.06 eV
**⟨S²⟩**: 0.77
**Multiplicity**: 2
**Relative energy (zero: lowest compared OMol25 entry of this formula, charge and spin)**: 0.000 eV
**HOMO level (spin up / spin down)**: -11.82 / -11.82 eV


Entry 2:
2 unconnected molecules or ions with the total composition C26H31F3NO3, computed with ωB97M-V with the def2-TZVPD basis set.

```
64
Properties=species:S:1:pos:R:3:forces:R:3
C -3.7175 1.7617 -0.2274 0.1 -0.1 0.0
C -3.1634 2.1034 1.1617 0.3 -0.4 0.3
C -2.7945 3.5815 1.1645 0.0 0.1 0.0
C -4.2656 1.8669 2.1932 -0.1 -0.1 0.1
C -1.9476 1.2167 1.4890 0.4 0.4 0.3
C -0.7737 1.7017 2.0000 -0.6 0.2 0.3
C 0.4301 0.9132 1.9869 1.8 0.1 0.7
C 1.7061 1.3907 2.3387 -3.4 0.1 0.0
C 2.8300 1.0867 1.4727 3.0 -1.5 -1.0
F 3.7943 2.0586 1.5262 -1.2 -1.0 -0.2
F 3.4374 -0.1354 1.7339 -0.7 1.4 -0.7
F 2.4521 0.9877 0.1376 0.3 0.3 1.2
C 0.3410 -0.4425 1.5337 -0.4 -0.5 -0.9
C -0.8430 -1.0495 1.2526 0.6 0.0 0.2
C -0.9090 -2.5536 0.9536 -0.1 0.3 0.1
C -1.7007 -3.2520 2.0672 -0.1 0.1 0.1
C 0.4954 -3.1541 0.9085 0.0 0.0 -0.1
C -1.5854 -2.7901 -0.4018 0.0 0.1 0.0
C -2.0843 -0.2514 1.3391 -0.9 -0.7 0.0
O -3.2129 -0.7985 1.3275 1.3 0.7 -0.3
H -4.0928 0.7352 -0.2605 0.1 0.2 0.0
H -4.5412 2.4483 -0.4471 0.0 -0.1 -0.1
H -2.9395 1.8929 -0.9878 -0.1 0.0 0.0
H -2.4976 3.9247 2.1579 0.0 0.0 -0.1
H -1.9902 3.7916 0.4537 0.0 0.0 0.1
H -3.6736 4.1534 0.8576 0.0 0.1 0.1
H -3.9213 2.1619 3.1894 -0.1 -0.1 0.0
H -5.1345 2.4753 1.9273 -0.1 0.0 0.1
H -4.5512 0.8111 2.2007 0.0 0.3 0.1
H -0.6822 2.7356 2.3543 -0.1 -0.3 -0.4
H 1.8405 2.1012 3.1302 0.1 0.8 -0.5
H 1.2819 -0.9907 1.4924 -0.4 0.1 0.0
H -2.7278 -2.8734 2.0902 0.2 -0.2 0.1
H -1.7100 -4.3350 1.8954 0.0 0.1 0.1
H -1.2284 -3.0484 3.0371 -0.1 -0.1 -0.1
H 1.0986 -2.6784 0.1270 0.0 -0.1 0.2
H 1.0023 -3.0493 1.8750 0.0 0.0 -0.2
H 0.4276 -4.2203 0.6745 0.0 0.0 0.0
H -1.0317 -2.2533 -1.1829 -0.1 -0.1 0.0
H -1.5735 -3.8624 -0.6325 -0.1 0.1 0.0
H -2.6201 -2.4320 -0.3806 0.2 -0.1 -0.1
C 2.0088 5.7984 4.4495 0.0 -0.1 0.0
C 2.7804 4.8681 3.7506 0.0 -0.1 0.6
C 3.2453 3.7333 4.4155 0.1 0.3 -0.5
C 2.9113 3.4852 5.7493 -0.1 0.0 0.2
C 3.3558 2.2014 6.4036 0.3 0.0 -0.2
C 2.9886 0.9192 5.6115 0.0 -0.3 -0.4
C 3.7844 -0.2916 6.0786 -0.1 -0.7 0.2
O 4.8735 -0.4180 5.1687 0.6 0.0 0.9
C 4.6622 0.4715 4.1244 -1.9 0.8 0.3
O 5.5686 0.7102 3.3472 -0.5 -0.3 0.2
N 3.3603 0.9624 4.2236 1.7 -0.1 -0.6
C 2.1716 4.4426 6.4549 0.0 -0.2 -0.4
C 1.7111 5.5861 5.8003 0.2 0.1 -0.1
H 1.6576 6.6928 3.9390 0.0 -0.1 0.2
H 3.0446 5.0000 2.7016 -0.1 0.1 0.2
H 3.8361 2.9961 3.8698 -0.1 0.3 0.3
H 4.4554 2.2293 6.5075 -0.3 -0.1 0.0
H 2.9138 2.1089 7.4012 0.1 0.1 0.1
H 1.9110 0.7150 5.7280 0.1 0.2 0.0
H 4.1774 -0.2320 7.1001 0.0 0.1 -0.1
H 3.1490 -1.1807 5.9905 0.1 -0.1 0.1
H 1.9650 4.2669 7.5130 -0.1 0.1 -0.3
H 1.1282 6.3217 6.3528 0.1 -0.1 -0.1
```
Positions in Å, forces in eV/Å.

Results
**Net charge**: -1
**Gap between HOMO and LUMO**: 5.93 eV
**Relative energy (zero: lowest compared OMol25 entry of this formula, charge and spin)**: 0.000 eV
**HOMO level**: -4.42 eV


Entry 3:
A gas-phase ion, C26H31F6N4 (charge +1), computed with ωB97M-V with the def2-TZVPD basis set.

```
67
Properties=species:S:1:pos:R:3:forces:R:3
C 5.2266 2.3656 -2.6738 0.5 -0.2 0.6
N 4.0385 1.9705 -3.3951 -0.3 -0.3 -1.2
C 4.0128 2.2008 -4.8489 0.6 -0.2 0.5
C 3.7871 3.6710 -5.1367 -0.3 1.8 0.9
F 3.7418 4.0247 -6.4489 0.0 -0.6 1.4
F 2.6000 4.0538 -4.5362 1.2 -0.2 -0.9
F 4.7839 4.4378 -4.5373 -1.2 -0.9 -0.9
C 2.9189 1.4994 -2.7473 -0.8 0.5 0.9
C 1.8972 0.7865 -3.4079 0.5 0.2 -0.1
C 0.7876 0.3389 -2.7189 -0.2 -0.2 -0.2
C 0.6055 0.5659 -1.3554 -0.7 -0.7 0.3
C -0.6744 -0.0671 -0.7021 -0.5 -0.2 0.1
C -0.9121 0.3486 0.7529 0.1 -0.8 -0.6
C -2.2237 0.6518 1.1255 0.2 -0.2 -0.3
C -2.5033 1.0725 2.4029 0.1 0.2 0.1
C -1.4950 1.2399 3.3606 0.1 -0.1 -0.4
N -1.8239 1.9570 4.5334 -0.1 -0.3 1.2
C -3.0284 2.8593 4.5008 0.8 -0.7 0.2
C -1.8202 1.1393 5.7908 -0.5 0.6 -1.2
C -0.4929 0.9232 6.4528 1.3 0.5 0.4
F -0.6773 0.5503 7.7494 0.3 0.3 -1.0
F 0.2412 -0.0652 5.8504 -0.5 0.7 0.7
F 0.2704 2.0661 6.4330 -0.7 -1.3 0.2
C -0.1990 0.7156 3.0700 -0.4 0.5 -0.6
C 0.0928 0.3287 1.7436 -0.5 -0.2 0.7
N -0.8140 -1.7287 -0.8357 -0.7 0.7 0.3
C 0.4532 -2.3108 -0.5780 1.2 -0.4 0.2
C 0.5510 -3.6975 -1.1441 0.7 -0.1 -0.3
C -0.5136 -4.5989 -0.5947 0.5 -0.5 0.3
N -1.7541 -3.8859 -0.6982 0.0 -0.1 0.5
C -1.8727 -2.5666 -0.7812 0.9 1.6 0.1
C -3.3177 -2.1854 -0.7724 -0.5 0.4 0.0
C -4.0568 -3.5544 -0.7653 -0.9 0.2 -0.1
C -2.9924 -4.6398 -0.6079 -0.4 0.1 -0.2
C 1.5417 1.4182 -0.7167 -0.2 -0.5 0.4
C 2.6842 1.8352 -1.3734 0.7 0.2 -1.0
H 5.4045 1.6559 -1.8421 -0.1 0.3 -0.4
H 6.0968 2.3264 -3.3525 -0.4 0.1 0.3
H 5.1654 3.3738 -2.2392 0.0 -0.1 -0.2
H 5.0042 1.9296 -5.2412 -0.4 0.0 -0.2
H 3.2104 1.6351 -5.3412 0.6 0.2 0.1
H 2.0063 0.5955 -4.4747 -0.3 -0.1 0.4
H 0.0174 -0.1976 -3.2834 0.3 0.0 0.2
H -1.5187 0.1619 -1.3485 -0.1 0.5 0.3
H -3.0505 0.5484 0.4183 0.4 0.2 0.1
H -3.5236 1.3363 2.6606 0.2 -0.2 -0.1
H -3.3692 3.0086 3.4834 0.0 0.2 0.1
H -3.8252 2.4216 5.1085 -0.2 0.0 -0.3
H -2.7876 3.8301 4.9292 0.2 0.0 0.1
H -2.4533 1.6714 6.5156 0.2 -0.4 -0.2
H -2.2086 0.1442 5.5351 -0.2 0.1 0.5
H 0.6066 0.6923 3.8160 -0.6 0.2 -0.4
H 1.1219 -0.0001 1.5259 -0.7 0.2 0.0
H 0.6167 -2.3348 0.4995 0.2 0.1 0.2
H 1.1844 -1.6430 -1.0372 0.2 -0.4 0.2
H 0.4175 -3.6257 -2.2174 0.1 -0.1 -0.3
H 1.5425 -4.0871 -0.9483 0.1 -0.2 0.0
H -0.6071 -5.5138 -1.1838 0.1 0.0 -0.1
H -0.3133 -4.9321 0.4422 -0.2 0.4 -0.3
H -3.5659 -1.5879 0.1302 0.4 -0.3 -0.5
H -3.5608 -1.5535 -1.6536 0.1 -0.4 0.5
H -4.7775 -3.6303 0.0735 0.3 0.2 -0.7
H -4.5944 -3.6645 -1.7210 0.1 -0.1 0.5
H -3.0873 -5.1742 0.3463 0.3 0.3 -0.1
H -3.0262 -5.4090 -1.3936 0.1 0.3 0.1
H 1.3947 1.7874 0.3049 0.0 -0.3 -0.5
H 3.4172 2.5151 -0.9013 -0.7 -0.5 -0.1
```
Positions in Å, forces in eV/Å.

Results
**SMILES**: CN(CC(F)(F)F)c1ccc(C(c2ccc(N(C)CC(F)(F)F)cc2)N2CCC[N+]3=C2CCC3)cc1
**Net charge**: +1
**Gap between HOMO and LUMO**: 8.12 eV
**HOMO level**: -10.37 eV


Calculated total energy (Eh), listed in the same order as above: -5305.9062; -1589.4392; -1827.3510